# 1
Here is C21H22FHfIN4O7S5 as an isolated structure from the Open Molecules 2025 dataset. Energies are from ωB97M-V/def2-TZVPD.

- charge = 0
- Kohn-Sham gap (eV) = 3.2
- LUMO (eV) = -2.09
- E_tot (eV) = -108731.37095

Each line ends with the Löwdin charge.
CARTESIAN COORDINATES (ANGSTROEM)
Hf1 0.10527 -0.12497 0.23023  1.24
C1 6.57864 4.03014 -0.29182  -0.06
C2 5.16951 4.60519 -0.30642  -0.19
N1 4.15675 3.59307 -0.60292  -0.03
C3 3.49704 3.00809 0.43257  0.05
C4 2.54296 2.06136 0.30730  -0.03
C5 1.81778 1.65512 1.58226  -0.58
O1 2.38922 1.70350 2.64035  0.11
O2 0.54783 1.39846 1.37209  -0.21
C6 2.22414 1.56336 -1.00172  -0.33
O3 1.39574 0.66876 -1.26067  -0.21
C7 2.91463 2.20700 -2.11355  -0.03
C8 2.59088 1.81870 -3.40934  0.10
C9 3.21964 2.40312 -4.46749  -0.18
F1 2.92634 1.98854 -5.72805  0.06
C10 4.18005 3.40202 -4.28886  -0.16
C11 4.49794 3.79284 -3.00529  0.06
C12 3.87108 3.20820 -1.89711  -0.11
N2 4.88339 4.01502 -5.37595  -0.09
C13 6.23493 3.52257 -5.57687  -0.14
C14 7.02433 4.54212 -6.37178  -0.09
N3 6.31135 4.76622 -7.68211  0.06
C15 4.89527 5.23742 -7.45257  -0.08
C16 4.18246 4.17771 -6.63840  -0.15
H1 7.30065 4.80890 -0.04324  0.08
H2 6.84475 3.60498 -1.26145  0.06
H3 6.65527 3.23880 0.45420  0.09
H4 5.08037 5.41939 -1.02509  0.11
H5 4.92599 5.02148 0.66846  0.12
H6 3.76189 3.35086 1.42519  0.15
H7 1.84720 1.04543 -3.55571  0.14
H8 5.22972 4.58033 -2.88781  0.11
H9 6.24483 2.55511 -6.10908  0.14
H10 6.72010 3.37151 -4.61494  0.14
H11 8.03822 4.20875 -6.58186  0.14
H12 7.04538 5.49833 -5.85318  0.14
H13 6.26956 3.87267 -8.17952  0.18
H14 6.82423 5.42241 -8.27073  0.18
H15 4.42601 5.39721 -8.42075  0.14
H16 4.95192 6.17585 -6.90503  0.14
H17 4.13188 3.24876 -7.22329  0.13
H18 3.16104 4.50424 -6.45404  0.15
S1 -0.66182 2.32955 -1.38958  0.03
S2 -2.68844 2.48886 -1.22173  -0.15
S3 -2.93230 2.12354 0.78478  -0.11
S4 -2.31294 0.15183 1.01477  -0.11
O4 2.19152 -3.16337 1.30154  -0.25
S5 1.58842 -1.94010 0.90410  0.31
O5 0.85020 -1.97969 -0.43167  -0.47
O6 0.46326 -1.43074 1.79724  -0.47
O7 2.45076 -0.75130 0.74514  -0.31
I1 -2.02313 -2.95543 0.41275  1.06
C17 -1.78117 -2.21955 -1.53131  -0.72
C18 -2.11990 -3.06303 -2.58030  -0.13
C19 -1.89682 -2.62802 -3.87189  -0.07
C20 -1.37733 -1.36025 -4.06668  -0.06
C21 -1.10115 -0.57775 -2.96362  -0.15
N4 -1.28609 -0.98771 -1.70239  -0.08
H19 -2.53928 -4.03527 -2.36867  0.09
H20 -2.12790 -3.27170 -4.71185  0.11
H21 -1.18858 -0.97455 -5.05923  0.10
H22 -0.74073 0.44154 -3.05272  0.03

=====

# 2
Here is a 2-piece molecular cluster, C21H22N overall from the Open Molecules 2025 dataset. Energies are from ωB97M-V/def2-TZVPD.

- charge = +1
- Kohn-Sham gap (eV) = 6.7
- LUMO (eV) = -5.24
- E_tot (eV) = -23617.25080

Each line ends with the Löwdin charge.
CARTESIAN COORDINATES (ANGSTROEM)
C1 -5.55358 -1.65714 1.69064  -0.03
C2 -4.14140 -1.16403 1.63224  -0.23
C3 -3.85870 0.21147 1.58956  -0.01
C4 -2.55660 0.66649 1.48283  0.02
C5 -1.43910 -0.23267 1.38828  -0.17
C6 -0.14750 0.31651 1.13751  0.10
C7 1.14223 -0.23497 1.38552  -0.17
C8 2.26116 0.66341 1.46291  0.02
C9 3.56280 0.20807 1.57340  -0.01
C10 3.84391 -1.16718 1.62512  -0.23
C11 5.25632 -1.65902 1.68517  -0.03
C12 2.76944 -2.06404 1.62121  -0.01
C13 1.45679 -1.62370 1.53071  0.02
C14 -1.75529 -1.62150 1.52130  0.02
C15 -3.06737 -2.06145 1.61994  -0.01
H1 -5.57673 -2.75085 1.70426  0.08
H2 -6.06674 -1.29369 2.58924  0.10
H3 -6.13732 -1.31535 0.82642  0.10
H4 -4.69333 0.91478 1.64475  0.13
H5 -2.35391 1.74026 1.46946  0.12
H6 -0.14698 1.34741 0.78491  0.09
H7 2.05978 1.73670 1.43255  0.13
H8 4.39669 0.91177 1.62399  0.13
H9 5.28164 -2.75275 1.70015  0.08
H10 5.83987 -1.31670 0.82101  0.10
H11 5.76883 -1.29385 2.58362  0.10
H12 2.97866 -3.13487 1.69451  0.13
H13 0.66758 -2.36364 1.55019  0.09
H14 -0.96732 -2.36321 1.52350  0.09
H15 -3.27713 -3.13240 1.68980  0.13
C16 1.31609 0.71835 -4.72081  -0.05
C17 0.62015 1.49108 -3.63620  -0.25
C18 0.00624 2.69989 -3.95404  -0.03
C19 -0.63886 3.41505 -2.95146  -0.04
C20 -0.65196 2.88292 -1.65014  -0.14
N1 -0.06002 1.72406 -1.33754  0.03
C21 0.56488 1.03996 -2.29742  -0.09
H16 1.75270 -0.21027 -4.33955  0.08
H17 0.61833 0.46190 -5.53238  0.09
H18 2.12115 1.31492 -5.17607  0.09
H19 0.04347 3.06446 -4.98312  0.13
H20 -1.12879 4.36755 -3.14602  0.11
H21 -1.15579 3.41735 -0.84394  0.10
H22 1.04566 0.09891 -2.01603  0.11

=====

# 3
Here is a 2-piece molecular cluster, C21H22N2 overall from the Open Molecules 2025 dataset. Energies are from ωB97M-V/def2-TZVPD.

- charge = 0
- Kohn-Sham gap (eV) = 4.5
- LUMO (eV) = -2.06
- E_tot (eV) = -25111.43188

Each line ends with the Löwdin charge.
CARTESIAN COORDINATES (ANGSTROEM)
C1 -2.43095 -0.97554 -1.81798  -0.09
C2 -1.25052 -0.23251 -1.34268  -0.01
C3 0.10110 -0.53933 -1.54909  -0.13
C4 1.06973 0.53298 -1.56308  -0.18
C5 0.60441 1.95463 -1.52281  -0.04
C6 2.42077 0.24555 -1.68086  0.00
C7 2.89150 -1.06919 -1.77196  -0.24
C8 4.36055 -1.34034 -1.86760  -0.04
C9 1.96108 -2.11180 -1.79017  0.00
C10 0.59264 -1.88631 -1.73114  -0.16
C11 -0.30669 -3.07266 -1.81798  -0.05
H1 -3.30506 -0.30552 -1.81477  0.08
H2 -2.32353 -1.36849 -2.84265  0.10
H3 -2.67176 -1.81674 -1.14958  0.09
H4 -1.47519 0.76259 -0.95363  0.10
H5 1.46362 2.63464 -1.58871  0.09
H6 -0.06164 2.17710 -2.36965  0.10
H7 0.06703 2.19703 -0.59630  0.08
H8 3.13744 1.06964 -1.71682  0.13
H9 4.55006 -2.41794 -1.89214  0.08
H10 4.79036 -0.89568 -2.77413  0.09
H11 4.89529 -0.91183 -1.01153  0.09
H12 2.32372 -3.14055 -1.87373  0.12
H13 0.29597 -3.96009 -2.06014  0.09
H14 -0.81131 -3.27312 -0.86173  0.06
H15 -1.06083 -2.96933 -2.60696  0.08
C12 -3.52092 0.07684 1.24219  -0.05
C13 -2.07340 -0.17940 1.45779  -0.28
C14 -1.65148 -1.50800 1.38033  -0.27
N1 -1.34007 -2.64054 1.28223  0.15
C15 -1.19537 0.77171 2.06062  -0.20
C16 -1.55896 2.14218 2.24706  -0.03
C17 -0.69791 3.02182 2.88302  -0.04
C18 0.55181 2.58268 3.34553  -0.26
C19 1.42865 3.48976 4.03121  -0.19
N2 2.15085 4.21650 4.60099  0.13
C20 0.93787 1.25103 3.15076  -0.03
C21 0.09088 0.36165 2.50418  -0.02
H16 -3.82566 1.09518 1.49523  0.07
H17 -3.78762 -0.12905 0.19738  0.06
H18 -4.11568 -0.62559 1.85197  0.10
H19 -2.53370 2.49320 1.89831  0.10
H20 -0.99814 4.05927 3.04043  0.12
H21 1.90466 0.91079 3.52651  0.12
H22 0.40640 -0.67722 2.37206  0.11

=====

# 4
Here is a single C21H22N2O3 molecule from the Open Molecules 2025 dataset. Energies are from ωB97M-V/def2-TZVPD.

- charge = 0
- Kohn-Sham gap (eV) = 8.3
- LUMO (eV) = 0.43
- E_tot (eV) = -31257.50806
- SMILES string = O=C(N/C(=C\c1ccc(O)cc1)C(=O)N1CCCCC1)c1ccccc1

Each line ends with the Löwdin charge.
CARTESIAN COORDINATES (ANGSTROEM)
O1 0.11551 -2.23155 0.87531  0.10
C1 0.87230 -1.31498 1.12941  -0.40
N1 0.59482 -0.01801 0.80201  0.16
C2 -0.64180 0.43542 0.36277  -0.16
C3 -0.82698 1.63421 -0.21091  0.00
C4 0.20341 2.59965 -0.57121  -0.22
C5 1.46903 2.22362 -1.02307  -0.04
C6 2.41839 3.17328 -1.35136  -0.02
C7 2.12629 4.52674 -1.23765  -0.32
C8 0.85849 4.91690 -0.81196  -0.01
C9 -0.08491 3.96576 -0.49425  -0.03
H1 -1.06470 4.27725 -0.16406  0.12
H2 0.63760 5.97003 -0.74244  0.12
O2 3.03221 5.49418 -1.54110  0.06
H3 3.85859 5.09151 -1.83381  0.11
H4 3.39253 2.86139 -1.70629  0.11
H5 1.70553 1.17965 -1.16891  0.12
H6 -1.84666 1.94695 -0.38699  0.13
C10 -1.82673 -0.40142 0.79032  -0.44
O3 -2.24636 -0.28714 1.92845  0.08
N2 -2.40072 -1.16380 -0.15222  -0.05
C11 -1.80444 -1.42063 -1.44650  -0.15
C12 -2.86924 -1.92740 -2.42333  -0.17
H7 -2.99384 -3.00693 -2.32875  0.11
H8 -2.54817 -1.71749 -3.44427  0.11
C13 -4.19571 -1.23768 -2.12111  -0.20
H9 -4.93146 -1.46669 -2.89292  0.11
H10 -4.03550 -0.15759 -2.12242  0.11
C14 -4.71141 -1.68580 -0.74811  -0.16
C15 -3.53317 -1.99526 0.18586  -0.13
H11 -3.23489 -3.04519 0.09881  0.13
H12 -3.78699 -1.79456 1.22744  0.12
H13 -5.33528 -0.90136 -0.31898  0.11
H14 -5.32519 -2.58186 -0.84898  0.11
H15 -1.36994 -0.48942 -1.82033  0.12
H16 -0.99830 -2.15784 -1.33572  0.12
H17 1.31400 0.68364 0.91966  0.13
C16 2.20425 -1.51823 1.76202  -0.13
C17 2.81759 -0.55137 2.55442  -0.03
C18 4.04871 -0.80905 3.13035  -0.08
C19 4.67835 -2.02503 2.91996  -0.08
C20 4.06626 -2.99624 2.14434  -0.07
C21 2.83243 -2.74673 1.57452  -0.02
H18 2.33297 -3.49408 0.97651  0.12
H19 4.54963 -3.94923 1.98900  0.10
H20 5.64102 -2.21837 3.36958  0.10
H21 4.51701 -0.05891 3.75047  0.10
H22 2.32546 0.38965 2.75645  0.11